# C39H43As2ClMnSi2

A structure of composition C39H43As2ClMnSi2 in a non-equilibrium geometry (wB97M-V/def2-TZVPD, the Open Molecules 2025 dataset).

The geometry in XYZ format:
```
88
Properties=species:S:1:pos:R:3:forces:R:3
C -1.825 -0.775 3.656 -0.149 0.213 0.653
C -2.205 -0.154 2.351 0.025 0.784 0.140
C -2.265 -1.189 1.376 0.639 -0.233 0.538
H -2.636 0.835 2.263 -0.331 -0.242 -0.001
C -1.573 -2.339 1.897 0.007 0.352 -0.496
C -1.054 -1.981 3.182 0.660 0.180 0.176
H -0.428 -2.589 3.831 -0.464 -0.126 -0.080
H -2.677 -1.011 4.312 -0.356 -0.291 0.186
H -2.761 -1.123 0.413 0.280 -0.013 0.151
H -1.458 -3.298 1.394 0.030 0.366 0.124
Mn -0.155 -0.706 1.711 0.123 0.049 -0.210
Si 1.502 1.018 -1.180 -2.749 -0.875 0.891
C 0.266 2.435 -1.322 0.559 0.676 0.494
C 0.684 3.495 -2.135 -0.440 0.068 -0.213
H 1.717 3.522 -2.497 -0.462 -0.013 -0.060
C -0.213 4.491 -2.517 -0.386 0.122 0.081
H 0.119 5.292 -3.179 -0.117 -0.178 0.121
C -1.547 4.444 -2.089 0.490 -0.241 0.046
H -2.265 5.162 -2.486 0.127 -0.146 0.192
C -1.928 3.481 -1.145 0.215 0.210 0.029
H -2.956 3.461 -0.759 0.496 0.077 -0.084
C -0.995 2.539 -0.694 -0.142 -0.028 -0.323
H -1.282 1.870 0.129 0.213 0.006 -0.528
C 0.277 -0.520 -1.566 0.787 0.648 -1.224
C -1.182 -0.393 -1.704 -1.052 2.515 2.492
H -1.673 0.568 -1.609 0.203 -0.147 -0.161
C -1.971 -1.497 -2.220 -0.845 -0.144 -0.841
H -2.976 -1.283 -2.602 0.320 -0.172 0.534
C -1.512 -2.821 -1.931 -0.262 -1.069 0.814
H -2.196 -3.659 -2.091 0.541 0.160 -0.004
C -0.202 -2.952 -1.476 0.192 -0.921 0.807
H 0.148 -3.955 -1.211 -0.004 0.390 -0.228
C 0.678 -1.872 -1.336 0.587 -1.481 0.893
H 1.709 -2.054 -1.008 -0.371 -0.109 -0.235
H 0.761 0.406 0.850 -0.134 0.130 -1.187
Si -0.573 -1.038 -3.357 2.147 1.650 -3.427
C 0.134 -2.306 -4.543 0.407 -0.419 0.174
C -0.570 -2.390 -5.750 0.189 -0.374 -0.151
H -1.371 -1.668 -5.945 0.240 -0.330 -0.065
C -0.254 -3.381 -6.691 0.216 0.001 0.379
H -0.824 -3.433 -7.617 0.215 -0.060 0.169
C 0.775 -4.299 -6.417 -0.233 0.236 0.112
H 1.017 -5.088 -7.134 -0.130 0.294 0.237
C 1.497 -4.204 -5.220 -0.100 0.335 0.028
H 2.286 -4.926 -4.987 -0.242 0.312 -0.193
C 1.198 -3.187 -4.302 -0.194 -0.322 -0.427
H 1.785 -3.092 -3.388 -0.206 -0.098 -0.205
C -0.740 0.490 -4.490 -0.211 -0.291 0.885
C -2.002 1.072 -4.599 0.002 0.587 -0.344
H -2.885 0.591 -4.157 0.349 0.126 -0.282
C -2.153 2.313 -5.229 -0.082 0.017 0.228
H -3.155 2.728 -5.342 0.250 0.038 0.051
C -1.032 3.042 -5.627 0.207 -0.297 0.048
H -1.141 4.069 -5.987 0.026 -0.416 -0.006
C 0.240 2.462 -5.509 -0.144 -0.013 0.051
H 1.136 3.034 -5.769 -0.343 -0.198 -0.042
C 0.381 1.173 -4.991 -0.326 0.224 -0.068
H 1.376 0.735 -4.910 -0.305 0.073 -0.032
H 2.402 1.287 -0.046 0.232 -0.285 -0.354
Cl 2.902 1.128 -2.699 0.362 -0.122 -0.433
C 3.518 -0.231 2.049 -0.398 -0.371 0.162
As 1.775 0.261 2.811 -0.776 -0.577 1.432
C 2.293 2.090 3.363 0.002 0.040 -0.362
C 1.867 -0.515 4.674 0.412 0.479 -0.438
C 3.000 -1.221 5.070 -0.425 -0.292 0.970
C 3.073 -1.758 6.368 -0.032 0.043 -0.355
C 2.019 -1.577 7.261 -0.252 0.148 0.024
C 0.874 -0.863 6.874 0.322 -0.080 -0.422
C 0.789 -0.343 5.574 0.227 0.121 0.035
As -0.914 0.460 5.000 0.175 -0.950 -1.397
C -2.156 0.409 6.470 0.210 0.091 0.340
C -0.953 2.323 4.428 0.236 -0.075 0.311
H 4.296 -0.071 2.801 -0.005 0.072 -0.266
H 3.693 0.359 1.140 -0.030 -0.176 0.420
H 3.449 -1.292 1.790 0.192 0.147 -0.057
H 2.092 2.237 4.430 0.033 -0.009 -0.300
H 3.365 2.214 3.173 -0.249 0.071 0.070
H 1.721 2.785 2.742 0.189 0.101 0.169
H 3.825 -1.368 4.377 -0.145 0.019 0.192
H 3.960 -2.321 6.672 -0.313 0.203 -0.054
H 2.071 -1.996 8.269 0.006 0.154 -0.331
H 0.053 -0.720 7.572 0.244 -0.156 -0.042
H -2.783 1.309 6.386 0.139 -0.407 0.158
H -2.762 -0.502 6.362 0.172 0.313 0.142
H -1.602 0.404 7.416 -0.451 0.111 -0.160
H -1.368 2.879 5.279 0.173 0.001 -0.280
H 0.055 2.675 4.191 -0.446 -0.038 0.042
H -1.607 2.411 3.553 0.231 -0.170 0.178
```
Forces are in eV/Å.

- Multiplicity: 6
- Energy relative to the best compared isomer or geometry (same formula, charge and spin): 0.0 kJ/mol
- Charge: 0

Atomic partial charges in e from the Mulliken method, atoms 1 to 4: atom 1 (C): 1.273, atom 2 (C): -1.224, atom 3 (C): -0.964, atom 4 (H): 0.474

---

# C11H14N2O6

A cluster of 2 separate species, C11H14N2O6 in total in a non-equilibrium geometry (wB97M-V/def2-TZVPD, the Open Molecules 2025 dataset).

The geometry in XYZ format:
```
33
Properties=species:S:1:pos:R:3:forces:R:3
O -1.054 -0.843 0.663 0.574 0.288 -0.768
C 0.014 -0.272 0.594 -0.277 0.286 1.520
C 0.297 0.796 1.733 -0.182 -0.625 -0.514
C 1.085 0.193 2.952 0.995 1.535 -0.844
O 0.526 -1.025 3.473 -1.035 0.161 1.012
C -0.532 -0.798 4.291 -1.522 -0.119 0.678
O -1.100 0.255 4.458 0.931 0.033 -0.294
O -1.012 -1.909 4.950 1.626 0.227 -0.834
N 0.991 -0.494 -0.425 -1.269 -0.877 0.302
C 0.530 -1.381 -1.490 -0.474 -1.166 -3.458
C 0.143 -2.772 -1.303 0.020 0.916 -0.926
C -0.307 -3.610 -2.415 0.777 2.203 -0.302
C -0.335 -3.062 -3.763 0.596 1.018 1.398
C 0.080 -1.679 -4.010 -0.015 -0.814 2.338
C 0.490 -0.838 -2.885 -0.350 -1.917 0.646
H 0.807 1.670 1.254 -0.066 -0.666 0.794
H -0.707 1.115 2.129 0.966 -0.357 -0.626
H 2.142 -0.039 2.651 -1.057 -0.097 0.344
H 1.140 0.996 3.740 -0.172 -0.998 -0.615
H -1.532 -1.593 5.710 0.086 0.140 -0.645
H 1.900 -0.772 -0.052 -0.209 0.456 -0.125
H 0.186 -3.159 -0.252 -0.159 0.209 -1.207
H -0.605 -4.661 -2.221 0.249 0.939 -0.189
H -0.662 -3.707 -4.612 0.322 0.655 0.826
H 0.086 -1.273 -5.047 -0.028 -0.357 1.047
H 0.802 0.213 -3.092 -0.315 -1.015 0.426
C -1.107 4.246 -0.895 -0.281 -0.085 -0.069
N 0.316 3.893 -1.148 0.050 -0.074 -0.081
O 0.537 2.945 -1.877 0.084 0.186 0.165
O 1.158 4.582 -0.604 -0.136 -0.196 -0.112
H -1.741 3.552 -1.440 0.140 0.005 0.020
H -1.279 4.167 0.176 0.063 0.125 -0.050
H -1.259 5.265 -1.245 0.070 -0.017 0.142
```
Forces are in eV/Å.

- Structure (SMILES): O=C(CCOC(=O)O)Nc1ccccc1.C[N+](=O)[O-]
- DFT total energy: -988.3965 Ha
- Charge: 0

Atomic partial charges in e from the Mulliken method, atoms 1 to 4: atom 1 (O): -0.523, atom 2 (C): 0.586, atom 3 (C): -0.650, atom 4 (C): -0.484

---

# C18H32AsNORuS4Si

A structure of composition C18H32AsNORuS4Si in a non-equilibrium geometry (wB97M-V/def2-TZVPD, the Open Molecules 2025 dataset).

The geometry in XYZ format:
```
59
Properties=species:S:1:pos:R:3:forces:R:3
Ru -0.091 0.781 0.360 0.464 -3.727 0.289
C 2.319 2.679 -0.991 1.264 -0.595 1.112
C 1.406 2.937 -2.142 -0.236 0.263 -1.320
S -0.195 2.124 -1.855 -0.933 1.724 -1.389
C -1.118 3.656 -1.379 0.177 0.084 -0.845
C -2.008 3.360 -0.216 -0.482 0.123 1.006
S -1.080 2.432 1.064 -3.596 4.858 1.742
C 1.198 2.034 2.976 0.470 0.023 -0.157
C 1.514 0.736 2.860 0.102 -0.273 0.839
S 1.921 1.059 -0.223 4.163 -0.023 -1.216
H 2.275 3.420 -0.172 -0.114 -0.156 -0.552
H 3.383 2.559 -1.297 -0.740 0.352 0.112
H 1.775 2.514 -3.100 0.017 0.136 0.717
H 1.238 4.027 -2.320 0.036 -0.884 0.111
H -1.645 3.984 -2.288 -0.110 -0.118 0.404
H -0.384 4.453 -1.154 -0.317 -0.585 0.164
H -2.931 2.795 -0.434 0.532 0.113 -0.201
H -2.322 4.256 0.324 -0.019 0.160 -0.405
H 0.718 2.456 3.867 -0.385 -0.391 -0.570
H 1.426 2.768 2.181 0.486 -0.467 0.802
H 1.063 -0.039 3.514 0.616 0.762 -0.047
H 2.296 0.351 2.193 -0.784 0.290 -0.009
C -2.157 0.626 4.427 0.611 0.348 -0.130
As -2.049 -0.867 3.165 0.069 0.652 0.616
C -3.941 -1.189 2.858 0.159 -0.160 -0.805
C -1.414 -2.509 4.055 0.193 0.049 -0.944
O -1.037 -0.356 1.860 -1.592 -1.839 2.184
H -2.868 0.511 5.265 0.267 -0.338 -0.573
H -2.450 1.514 3.824 0.293 -0.558 0.370
H -1.145 0.777 4.843 -0.447 0.142 -0.182
H -4.578 -0.952 3.735 0.716 -0.043 -0.452
H -4.020 -2.250 2.585 -0.250 0.382 -0.022
H -4.205 -0.559 1.994 -0.201 -0.320 0.342
H -1.951 -2.770 4.976 -0.021 0.479 -0.257
H -0.345 -2.373 4.260 -0.282 -0.226 -0.058
H -1.584 -3.327 3.319 0.301 0.553 0.452
C -0.247 -3.881 -2.240 -0.273 0.200 -0.195
Si 0.412 -2.265 -1.528 1.362 -1.687 0.177
C 1.320 -2.680 0.097 -0.555 -0.181 -0.107
C 1.406 -1.352 -2.777 -0.462 -0.386 0.380
C 2.798 -1.389 -2.796 -0.351 0.176 -0.152
C 3.463 -0.630 -3.749 0.135 -0.062 -0.256
C 2.749 0.163 -4.653 -0.406 -0.378 0.638
C 1.352 0.171 -4.611 0.557 0.199 -0.663
C 0.683 -0.646 -3.728 -0.148 0.366 -0.057
H 0.573 -4.568 -2.533 -0.257 0.523 0.262
H -0.888 -3.748 -3.141 0.314 -0.036 0.688
H -0.815 -4.355 -1.432 -0.089 -0.196 -0.324
H 1.947 -3.573 -0.099 -0.316 0.361 0.164
H 0.567 -2.935 0.886 0.636 0.136 -0.603
H 1.972 -1.885 0.475 -0.163 -0.060 -0.117
H 3.316 -2.047 -2.096 0.092 0.418 -0.148
H 4.541 -0.681 -3.804 0.088 0.082 -0.054
H 3.260 0.736 -5.404 0.204 0.212 -0.095
H 0.795 0.798 -5.296 0.017 -0.083 -0.138
H -0.409 -0.707 -3.798 0.351 0.097 0.254
S -1.238 -0.932 -1.022 -1.350 -1.583 -0.967
C -2.032 -2.241 -0.205 0.337 1.518 0.247
N -2.539 -2.972 0.523 -0.149 -0.425 -0.064
```
Forces are in eV/Å.

- Multiplicity: 6
- Energy relative to the best compared isomer or geometry (same formula, charge and spin): 0.0 kJ/mol
- Charge: +1

Atomic partial charges in e from the Mulliken method, atoms 1 to 4: atom 1 (Ru): 0.509, atom 2 (C): -0.667, atom 3 (C): -0.590, atom 4 (S): -0.003

---

# C2H3NO2S

A cluster of 2 separate species, C2H3NO2S in total in a non-equilibrium geometry (wB97M-V/def2-TZVPD, the Open Molecules 2025 dataset).

The geometry in XYZ format:
```
9
Properties=species:S:1:pos:R:3:forces:R:3
C 0.332 0.202 -0.732 0.379 2.948 2.278
C -0.431 -0.294 0.422 -2.826 0.136 -2.286
N 0.840 2.154 -0.276 0.385 -1.385 1.872
O 0.610 -0.222 -1.765 0.474 -0.769 -1.771
O 1.151 2.277 0.870 -0.892 -0.632 -2.620
S -0.657 -2.023 0.603 0.103 -1.640 -1.041
H -1.453 0.175 0.280 1.167 -0.021 0.447
H -0.003 -0.081 1.306 1.409 2.005 2.951
H -0.388 -2.187 -0.708 -0.197 -0.643 0.169
```
Forces are in eV/Å.

- Energy relative to the best compared isomer or geometry (same formula, charge and spin): 468.4 kJ/mol
- Charge: 0

Atomic partial charges in e from the Mulliken method, atoms 1 to 4: atom 1 (C): 0.504, atom 2 (C): -0.498, atom 3 (N): 0.048, atom 4 (O): -0.384

---

# C3H2I2O2

A structure of composition C3H2I2O2 in a non-equilibrium geometry (wB97M-V/def2-TZVPD, the Open Molecules 2025 dataset).

The geometry in XYZ format:
```
9
Properties=species:S:1:pos:R:3:forces:R:3
C -0.091 -1.148 0.140 -0.998 -1.353 1.231
C 0.987 0.467 -0.081 -1.679 2.612 3.515
C -0.478 0.186 -0.295 -1.692 1.926 0.805
O -0.629 -2.167 0.317 -0.845 -1.901 -0.166
O 1.163 -0.820 0.485 1.055 -0.271 0.180
I -2.018 0.964 1.809 1.543 -0.665 -1.891
I -1.471 0.700 -2.030 0.029 -0.166 0.164
H 1.408 0.506 -0.997 2.065 0.736 -2.787
H 1.129 1.313 0.653 0.522 -0.918 -1.050
```
Forces are in eV/Å.

- Energy relative to the best compared isomer or geometry (same formula, charge and spin): 205.0 kJ/mol
- Charge: 0

Atomic partial charges in e from the Mulliken method, atoms 1 to 4: atom 1 (C): 0.719, atom 2 (C): -0.179, atom 3 (C): -0.635, atom 4 (O): -0.490

---

# C4H8O2

The molecule C4H8O2 in a non-equilibrium geometry (wB97M-V/def2-TZVPD, the Open Molecules 2025 dataset).

The geometry in XYZ format:
```
14
Properties=species:S:1:pos:R:3:forces:R:3
C -1.747 -0.698 0.128 -0.505 -1.041 0.889
C -0.486 -0.110 -0.415 1.074 0.506 -0.615
O -0.437 1.338 -0.173 -1.124 -0.142 -0.394
C 0.957 1.323 0.121 -0.150 0.099 -0.200
C 0.863 -0.182 0.331 0.665 -1.342 0.466
O 1.873 -1.099 -0.070 -0.247 0.529 -0.335
H -1.778 -0.396 1.182 -0.232 -0.042 -0.118
H -1.863 -1.829 0.136 0.539 1.344 -0.389
H -2.628 -0.273 -0.364 0.176 -0.052 -0.026
H -0.300 -0.323 -1.502 -0.323 0.163 0.620
H 1.173 1.942 0.996 0.216 -0.056 -0.196
H 1.500 1.665 -0.772 0.332 -0.205 0.288
H 0.751 -0.429 1.392 -0.332 0.228 -0.120
H 2.119 -0.930 -0.989 -0.090 0.012 0.131
```
Forces are in eV/Å.

- Energy relative to the best compared isomer or geometry (same formula, charge and spin): 195.6 kJ/mol
- Structure (SMILES): C[C@H]1OC[C@@H]1O
- Charge: 0

Atomic partial charges in e from the Mulliken method, atoms 1 to 4: atom 1 (C): -1.307, atom 2 (C): 0.420, atom 3 (O): -0.418, atom 4 (C): -0.346

---

Number 1: M 808.180 Da. Number 2: M 270.241 Da. Number 3: M 610.806 Da. Number 4: M 105.118 Da. Number 5: M 323.855 Da. Number 6: M 88.106 Da.